No. 1
The following is a quantum chemistry calculation of 2 unconnected molecules or ions with the total composition C3H9NOS at a distorted geometry, from the Open Molecules 2025 dataset.

The maximum force comes out at 3.358 eV/A. The calculation puts the total energy at -17624.9768 eV. For the energy relative to the best compared isomer or geometry (same formula, charge and spin), the calculation gives 504.4 kJ/mol.

Positions of all 15 atoms, in Å:
C: 1.4078 0.5989 -0.3858
O: 2.2056 -0.1987 -1.2203
C: 0.1657 -0.1191 0.1236
C: -0.7731 0.9025 0.8999
S: -2.2998 -2.5453 0.7769
N: -0.4618 -0.8254 -0.9768
H: 1.0992 1.5506 -0.9503
H: 1.9468 0.9345 0.4837
H: 1.5897 -1.0187 -1.2822
H: 0.5117 -0.7680 0.9404
H: -1.7008 1.2737 0.4737
H: -1.1352 0.3176 1.6963
H: -0.2379 1.7728 1.2943
H: -1.0915 -1.5728 -0.4953
H: -1.2263 -0.3025 -1.3782



No. 2
The following is a quantum chemistry calculation of C4H7ClO2S in the gas phase at a distorted geometry, from the Open Molecules 2025 dataset.

The maximum force comes out at 3.952 eV/A. The calculation puts the total energy at -31709.5039 eV. For the energy relative to the best compared isomer or geometry (same formula, charge and spin), the calculation gives 377.9 kJ/mol.

Positions of all 15 atoms, in Å:
C: 1.5066 0.7191 -0.6800
C: 0.5452 0.1727 0.5029
C: 1.8252 -0.5079 -1.3866
C: -2.0362 0.5156 1.2551
O: -1.1994 -1.8245 0.3752
O: -1.5267 -0.0321 -1.2647
S: -1.0638 -0.4666 0.0284
Cl: 3.1922 -1.3943 -0.8796
H: 0.9790 1.2740 -1.3556
H: 2.3230 1.3394 -0.3341
H: 0.9274 -0.7108 1.1377
H: 1.0093 -1.1114 -1.8561
H: -2.2527 -0.1737 2.0614
H: -1.2179 1.2387 1.5215
H: -3.0113 0.9617 0.8744



No. 3
The following is a quantum chemistry calculation of a molecular structure, C21H14N14O6S2Sn, from the Open Molecules 2025 dataset.

The maximum force comes out at 0.830 eV/A. The calculation puts the total energy at -82647.4079 eV. For the energy relative to the best compared isomer or geometry (same formula, charge and spin), the calculation gives 0.0 kJ/mol.

Positions of all 58 atoms, in Å:
Sn: -0.0375 0.6250 0.6256
N: 2.1856 -1.2555 -1.3558
C: 0.8688 -1.6112 -1.3808
N: 0.3873 -2.5707 -2.1362
N: -0.9400 -2.5754 -1.8775
N: -1.2584 -1.6855 -1.0280
N: -0.1137 -1.0383 -0.6535
C: 2.7057 -0.2061 -0.6507
N: 3.9701 0.1556 -0.6906
N: 4.0568 1.1836 0.1767
N: 2.9329 1.4443 0.7068
N: 2.0251 0.5652 0.2037
H: 2.8168 -1.7656 -1.9523
S: -0.3187 -2.6166 3.9531
C: -0.5345 -1.7289 2.5263
N: 0.2279 -0.6805 2.3917
C: 1.0671 -0.4986 3.5000
C: 1.9739 0.5385 3.7104
C: 2.6988 0.5328 4.8821
C: 2.5339 -0.4740 5.8412
C: 1.6335 -1.4970 5.6489
C: 0.8977 -1.4951 4.4656
H: -1.2666 -2.0011 1.7793
H: 2.1314 1.3156 2.9789
H: 3.4132 1.3243 5.0619
H: 3.1210 -0.4456 6.7490
H: 1.4979 -2.2723 6.3900
C: 2.3265 6.6638 0.9981
C: 1.7175 5.4168 0.4440
C: 1.9074 5.0181 -0.8715
C: 1.3180 3.8351 -1.2737
N: 0.5742 3.1045 -0.4450
C: 0.4633 3.5752 0.8020
S: -0.5912 2.5930 1.8408
N: 0.9861 4.6791 1.2906
H: 2.6973 7.3137 0.2088
H: 3.1592 6.4002 1.6523
H: 1.5937 7.1972 1.6014
H: 2.4980 5.6088 -1.5552
H: 1.4362 3.4598 -2.2799
O: -4.2146 -0.0457 1.0050
C: -3.1893 0.2046 0.4211
O: -2.0152 0.1486 1.0013
C: -3.2540 0.5189 -1.0622
C: -4.2788 -0.0962 -1.7747
C: -4.3519 0.0785 -3.1390
C: -3.4564 0.8567 -3.8471
C: -2.4669 1.4690 -3.1114
C: -2.3526 1.3277 -1.7357
N: -1.4762 2.2908 -3.8267
O: -0.4415 2.5422 -3.2406
O: -1.7493 2.6531 -4.9481
N: -5.4301 -0.6003 -3.8911
O: -6.2127 -1.2716 -3.2578
O: -5.4558 -0.4337 -5.0919
H: -4.9968 -0.7168 -1.2595
H: -3.5314 0.9749 -4.9167
H: -1.5838 1.9036 -1.2286